{"formula": "C10H10NO3S", "method": "wB97M-V/def2-TZVPD", "orbital_gap_ha": 0.297, "spin_multiplicity": 1, "largest_force_ev_per_a": 1.428, "total_charge": 1, "symbols": ["O", "C", "O", "C", "N", "C", "S", "C", "O", "C", "C", "C", "C", "C", "C", "H", "H", "H", "H", "H", "H", "H", "H", "H", "H"], "positions_angstrom": [[0.1096, 1.5619, 2.4386], [0.0787, 0.6008, 1.7667], [-1.0633, -0.2335, 1.7988], [-2.0634, 0.0442, 0.8598], [-1.9058, 1.3052, 0.1539], [-1.4446, 1.2183, -1.0578], [-1.1241, -0.3442, -1.6220], [-2.1921, -0.9982, -0.2393], [-3.5173, -1.0060, -0.6801], [1.1326, 0.1526, 0.8440], [1.3453, -1.2104, 0.6324], [2.3276, -1.6111, -0.2610], [3.0683, -0.6548, -0.9523], [2.8536, 0.7037, -0.7244], [1.8864, 1.1186, 0.1822], [-2.9961, 0.0403, 1.4201], [-2.1119, 2.2267, 0.5218], [-1.2622, 2.0463, -1.7239], [-1.8857, -1.9744, 0.1197], [-3.5375, -1.0290, -1.6419], [0.7624, -1.9448, 1.1631], [2.5364, -2.6533, -0.4381], [3.8220, -0.9531, -1.6614], [3.4464, 1.4253, -1.2607], [1.7344, 2.1692, 0.3618]], "atomic_forces_ev_per_a": [[-0.2, 1.2, 0.7], [0.2, -0.8, -0.5], [0.1, 0.1, -0.3], [-0.5, -0.5, 1.0], [0.2, 1.0, -0.7], [0.2, -1.0, -0.2], [-0.2, -0.2, 0.2], [0.0, 0.1, -0.5], [0.2, 0.2, 0.1], [0.0, -0.3, 0.0], [0.2, 0.2, -0.3], [0.1, 0.3, -0.2], [-0.3, 0.3, 0.3], [-0.1, -0.3, 0.0], [0.3, -0.4, -0.2], [-0.2, 0.2, -0.2], [-0.1, -0.2, 0.5], [0.0, 0.5, 0.3], [0.4, -0.1, -0.1], [-0.3, -0.2, -0.1], [-0.1, -0.1, 0.1], [-0.1, -0.2, 0.1], [0.1, -0.1, -0.1], [0.1, 0.2, 0.0], [-0.1, 0.2, 0.2]]}

{"formula": "C10H10O", "method": "wB97M-V/def2-TZVPD", "orbital_gap_ha": 0.329, "relative_energy_kj_mol": 234.3, "spin_multiplicity": 1, "largest_force_ev_per_a": 4.461, "symbols": ["C", "C", "C", "C", "C", "C", "C", "C", "C", "C", "H", "H", "H", "H", "H", "H", "H", "H", "H", "H", "O"], "positions_angstrom": [[1.4888, -2.0136, -0.4277], [1.4276, -0.9480, 0.6745], [2.4819, -1.0711, 1.7560], [0.6284, 0.0499, 0.8027], [-0.4427, 0.3841, -0.1768], [-1.0985, 1.5747, 0.1706], [-2.3259, 1.8967, -0.3909], [-2.8155, 1.1598, -1.5496], [-2.1221, 0.0780, -1.8964], [-0.8822, -0.2479, -1.3554], [0.7387, -2.7912, -0.3463], [1.1434, -1.6552, -1.4147], [2.4388, -2.6451, -0.3805], [2.7405, -2.1016, 2.1237], [0.5934, 0.5820, 1.7111], [-0.6031, 2.2514, 0.8988], [-2.8256, 2.7577, -0.0711], [-3.7331, 1.3106, -2.0899], [-2.3923, -0.5009, -2.7707], [-0.3812, -1.0786, -1.8043], [3.0303, -0.1631, 2.3127]], "atomic_forces_ev_per_a": [[0.3, -0.5, 0.1], [3.2, -3.1, -0.1], [-0.3, -1.3, 0.3], [-2.6, 0.8, -2.3], [0.3, 0.8, 0.0], [-1.0, 0.3, 0.2], [0.5, -1.0, -2.4], [-0.4, 1.6, 3.0], [2.1, -1.3, -1.9], [-0.2, -0.3, 1.7], [-0.6, -0.2, 0.9], [1.6, 0.1, 0.4], [-0.9, 1.4, -0.5], [-0.2, 0.1, -0.6], [0.3, 0.9, 0.7], [-0.8, -0.7, -0.3], [-0.7, 1.2, 0.4], [-0.3, 0.7, 0.3], [-0.3, 0.0, 0.0], [0.0, -0.3, 0.1], [-0.1, 0.7, -0.1]]}